Entry 1
Entry from OMol25: an isolated ion of composition C4H11N3O and charge +2 (wB97M-V/def2-TZVPD).

CARTESIAN COORDINATES (ANGSTROEM)
C: -0.19321 1.68554 -1.17472
C: 0.12302 -1.17550 -1.00873
C: -0.51835 -0.45478 0.02748
C: 0.07601 -1.72543 2.02455
N: 0.61672 1.11862 -1.87044
N: -0.84195 2.77771 -0.91411
N: 0.15545 -0.38052 1.31037
O: 0.94259 -0.24191 -1.81139
H: 0.94585 -1.86753 -0.67889
H: -0.57362 -1.73104 -1.72761
H: -1.60250 -0.40361 0.25451
H: 0.96879 -2.38410 1.59893
H: 0.38027 -1.41688 3.03300
H: -0.84953 -2.28760 2.08113
H: 1.15625 1.42667 -2.72597
H: -0.90253 3.33263 -0.02348
H: -0.59348 3.55379 -1.56811
H: 1.12026 -0.01157 1.24786
H: -0.41003 0.18552 1.92563

Values from the calculation:
LUMO (spin up / spin down) (eV): -9.94 / -9.93
Total charge: +2
HOMO energy (spin up / spin down) (eV): -18.5 / -18.5
Orbital gap (spin up / spin down) (hartree): 0.3135 / 0.3135

---

Entry 2
Entry from OMol25: an isolated ion of composition C4H11N3O and charge +2 (wB97M-V/def2-TZVPD).

CARTESIAN COORDINATES (ANGSTROEM)
C: -0.87056 -1.92546 -1.06242
C: 0.39973 -1.44994 -0.30635
C: -1.27652 0.28109 -1.47531
C: 1.28978 0.83464 -0.11839
N: -1.76033 -0.89840 -1.34008
N: 0.14652 -0.06244 0.17378
N: -0.18022 -0.02576 1.54347
O: -0.98518 -3.08812 -1.36999
H: 0.35341 -2.28061 0.49400
H: 1.27270 -1.27082 -0.97647
H: -0.39875 0.30811 -2.03550
H: -2.02427 1.15942 -1.49015
H: 1.01375 1.86397 0.25307
H: 2.06411 0.51433 0.60002
H: 1.47707 0.97130 -1.13688
H: -2.70455 -1.17683 -1.16893
H: -0.44182 -0.98244 1.86723
H: -0.86023 0.71939 1.78696
H: 0.73439 0.16846 2.07374

Values from the calculation:
LUMO (eV): -9.67
Structure (SMILES): C=[NH+]C(=O)CN(C)[NH3+]
Total charge: +2
HOMO energy (eV): -19.3
Orbital gap (hartree): 0.3541

---

Stability check: which of them is most stable? entry 2.

---

Entry 1
Entry from OMol25: a 2-piece molecular cluster, CH5OS overall (wB97M-V/def2-TZVPD).

CARTESIAN COORDINATES (ANGSTROEM)
O: -0.04425 -0.20440 -2.27738
H: -0.20914 0.04503 -1.28606
C: 0.21888 -0.14345 1.28355
S: -0.37625 1.35996 0.40680
H: -0.37211 -0.17850 2.21236
H: 1.26716 -0.03431 1.65644
H: 0.20284 -1.14868 0.78175
H: -0.68714 0.30434 -2.77745

Values from the calculation:
LUMO (eV): 4.40
Total charge: -1
HOMO energy (eV): -2.5
Orbital gap (hartree): 0.2519

---

Entry 2
Entry from OMol25: a 2-piece molecular cluster, CH5OS overall (wB97M-V/def2-TZVPD).

CARTESIAN COORDINATES (ANGSTROEM)
C: 1.15883 0.31427 0.35736
S: -0.17616 1.49420 -0.09298
H: 2.09111 0.60510 -0.31229
H: 1.00521 -0.71880 -0.10527
H: 1.61997 0.40914 1.34290
H: -1.97381 -1.40998 0.02066
H: -1.56591 0.06184 -0.50103
O: -2.15924 -0.75577 -0.70935

Values from the calculation:
LUMO (eV): 4.43
Total charge: -1
HOMO energy (eV): -2.5
Orbital gap (hartree): 0.2560

---

Stability check: which of them is most stable? entry 1.

---

Entry 1
Entry from OMol25: a 2-piece molecular cluster, C9H9N5 overall (wB97M-V/def2-TZVPD).

CARTESIAN COORDINATES (ANGSTROEM)
C: 2.21216 -0.85697 0.04318
C: 1.39535 -0.89479 2.25325
C: -0.69389 -1.42773 -1.73399
C: -2.21607 -2.04408 -0.09033
C: 0.25776 1.90502 0.95699
C: -0.04778 1.57761 -1.50113
C: 1.50326 -1.48572 1.04372
C: -1.65419 -0.93338 -0.77731
C: -0.93925 -0.02698 0.18799
N: 2.82270 -0.23443 -0.72625
N: 1.09001 -0.26060 3.16120
N: 0.09753 -1.85458 -2.43486
N: -2.53187 -2.85461 0.65303
N: -0.11462 1.01820 -0.09559
H: 1.31914 2.16072 0.96675
H: -0.28926 2.78845 0.79026
H: 0.11992 1.38518 1.87271
H: -0.03229 0.75604 -2.16160
H: -0.92933 2.14881 -1.74912
H: 0.79273 2.22362 -1.61445
H: 1.42446 -2.51552 1.05672
H: -2.32545 -0.28700 -1.31665
H: -1.26101 -0.28725 1.21546

Values from the calculation:
LUMO (spin up / spin down) (eV): -1.73 / -1.73
HOMO energy (spin up / spin down) (eV): -7.6 / -7.6
Orbital gap (spin up / spin down) (hartree): 0.2158 / 0.2158

---

Entry 2
Entry from OMol25: one molecule with the formula C9H9N5 (wB97M-V/def2-TZVPD).

CARTESIAN COORDINATES (ANGSTROEM)
C: -2.07232 0.41188 1.82090
C: -1.46171 1.68009 2.03583
C: -1.37553 -0.62162 1.20373
C: -0.21150 1.98274 1.67503
C: -0.00554 -0.39780 0.74469
C: -0.30953 -1.15973 -2.69526
C: -0.55062 -0.36401 -1.68360
C: 0.63929 -2.10352 -2.23818
C: 0.59425 0.97526 1.06316
N: 0.17290 -0.79691 -0.60933
N: 3.28502 0.26541 -0.63291
N: 2.70380 0.28830 0.42836
N: 0.91868 -1.81972 -0.98387
N: 1.84184 1.15353 0.83194
H: -3.08072 0.14896 2.21325
H: -2.02229 2.48001 2.57159
H: -1.88657 -1.57659 0.84092
H: 0.27227 2.94328 1.68403
H: 0.76059 -1.05117 1.27332
H: -0.88242 -1.01201 -3.63261
H: -1.37972 0.33751 -1.64561
H: 1.20869 -2.65191 -2.89176
H: 2.84114 0.88802 -1.37362

Values from the calculation:
LUMO (eV): -0.57
Structure (SMILES): [H]/N=N\N=C1\C=CC=C[C@H]1n1cccn1
HOMO energy (eV): -8.6
Orbital gap (hartree): 0.2948

---

Stability check: which of them is most stable? entry 2.

---

Entry 1
Entry from OMol25: one molecule with the formula C7H13NO4S (wB97M-V/def2-TZVPD).

CARTESIAN COORDINATES (ANGSTROEM)
C: 0.43272 0.96581 -0.42146
C: -0.18366 0.22420 1.72327
C: 0.23253 -0.87829 0.79031
C: 1.78842 1.64849 -0.67530
C: 0.86161 0.25618 2.93725
C: 0.09804 -2.39226 1.05350
C: -1.30069 -0.55627 -2.96642
N: 0.49912 -0.50624 -0.37262
O: -0.47658 1.37741 -1.39906
O: -2.67679 1.76081 -2.36947
O: -0.04578 1.39849 0.82357
O: -2.40347 -0.06085 -0.67520
S: -1.88504 0.71265 -1.75906
H: -1.21258 0.08574 2.11154
H: 2.48525 1.06332 -0.18281
H: 1.73561 2.71593 -0.29608
H: 1.98386 1.65133 -1.68457
H: 1.04501 1.25349 3.20706
H: 1.86139 -0.11005 2.72310
H: 0.51009 -0.23439 3.76383
H: -0.59592 -2.41143 1.90310
H: 1.11416 -2.79612 1.24635
H: -0.29641 -2.81073 0.06113
H: -1.35925 -0.14665 -4.00274
H: -0.22939 -0.74814 -2.52538
H: -1.98223 -1.46240 -3.01384

Values from the calculation:
LUMO (eV): 0.72
Structure (SMILES): CC1=N[C@@](C)(OS(C)(=O)=O)O[C@@H]1C
HOMO energy (eV): -10.5
Orbital gap (hartree): 0.4131

---

Entry 2
Entry from OMol25: one molecule with the formula C7H13NO4S (wB97M-V/def2-TZVPD).

CARTESIAN COORDINATES (ANGSTROEM)
N: 3.11058 1.19364 0.81035
C: 2.62167 -0.01269 0.34025
O: 3.13375 -1.06104 0.61370
C: 1.51175 0.12483 -0.69111
C: 0.72916 -1.16776 -0.92261
C: -0.74307 -1.22239 -0.48036
C: -1.66758 -0.22181 -1.20561
C: -1.94096 1.13862 -0.52119
C: -1.48412 1.21731 0.92009
O: -1.89806 0.02322 1.60665
S: -0.98025 -1.24596 1.31190
O: 0.28447 -1.02123 1.94081
O: -1.78270 -2.37466 1.65160
H: 3.71492 1.05112 1.61139
H: 2.40005 1.88978 0.98950
H: 2.04308 0.40816 -1.60746
H: 0.86066 0.97215 -0.46899
H: 0.67556 -1.35590 -2.00052
H: 1.28898 -1.99817 -0.48695
H: -1.09356 -2.22839 -0.72606
H: -2.63055 -0.71551 -1.35158
H: -1.25283 -0.04944 -2.20140
H: -3.02235 1.29923 -0.52576
H: -1.50874 1.96775 -1.08966
H: -0.40590 1.33600 1.05221
H: -1.96396 2.05317 1.43081

Values from the calculation:
LUMO (eV): 0.54
Structure (SMILES): NC(=O)CC[C@@H]1CCCOS1(=O)=O
HOMO energy (eV): -10.0
Orbital gap (hartree): 0.3865

---

Stability check: which of them is most stable? entry 2.

---

Entry 1
Entry from OMol25: a 2-piece molecular cluster, C2H2NO4 overall (wB97M-V/def2-TZVPD).

CARTESIAN COORDINATES (ANGSTROEM)
C: -0.01133 1.20485 -0.15711
C: -0.67075 -0.19399 -0.03618
N: 1.93257 -0.83866 -0.09145
O: 2.48308 -1.02147 0.84036
O: 1.17893 1.25798 -0.13474
O: 0.07844 -1.14419 0.15938
O: -1.93753 -0.22277 -0.16480
H: -0.69037 2.06132 -0.26064
H: -2.36303 -1.10308 -0.15482

Values from the calculation:
LUMO (eV): -6.43
Total charge: +1
HOMO energy (eV): -16.1
Orbital gap (hartree): 0.3561

---

Entry 2
Entry from OMol25: a 2-piece molecular cluster, C2H2NO4 overall (wB97M-V/def2-TZVPD).

CARTESIAN COORDINATES (ANGSTROEM)
C: -0.45261 -0.76161 -0.03197
C: -0.49558 0.77964 -0.08040
N: 2.23554 -0.43244 0.39021
O: 2.87979 -0.16395 -0.46808
O: 0.60949 -1.28641 0.00939
O: 0.53364 1.44475 0.03120
O: -1.64602 1.32438 -0.10885
H: -1.33289 -1.55467 0.16466
H: -2.33136 0.65031 0.09384

Values from the calculation:
LUMO (eV): -7.18
Total charge: +1
HOMO energy (eV): -16.1
Orbital gap (hartree): 0.3295

---

Stability check: which of them is most stable? entry 1.

---

Entry 1
Entry from OMol25: a 2-piece molecular cluster, C3H10NO2Si overall (wB97M-V/def2-TZVPD).

CARTESIAN COORDINATES (ANGSTROEM)
C: 3.19814 1.49976 0.05970
C: 2.10480 2.01421 0.64659
C: -2.58698 0.37201 -0.74476
N: -2.73476 1.47696 0.19672
O: 0.22481 -1.07929 -0.91101
O: -0.10851 0.26041 1.10741
Si: -0.87272 -0.18154 -0.26576
H: 3.33871 1.80039 -0.96099
H: 4.10394 1.17112 0.50671
H: 1.36873 2.71459 0.05201
H: -2.81110 0.66632 -1.72393
H: -3.40074 -0.33115 -0.59784
H: 1.82357 1.87116 1.68901
H: -2.98830 1.09147 1.05256
H: -3.21367 2.33302 -0.16616
H: 1.08761 -1.46077 -0.89882
H: -0.66813 0.54381 1.91560

Values from the calculation:
LUMO (eV): -4.43
Total charge: +1
HOMO energy (eV): -13.0
Orbital gap (hartree): 0.3144

---

Entry 2
Entry from OMol25: a 2-piece molecular cluster, C3H10NO2Si overall (wB97M-V/def2-TZVPD).

CARTESIAN COORDINATES (ANGSTROEM)
C: 0.08052 1.52681 1.56014
C: 1.35054 1.38898 0.65173
C: 0.99109 1.27999 -0.79718
N: -0.06116 1.80118 -1.34336
O: -0.89339 2.11704 1.21663
O: 0.05503 -0.94084 -0.10734
Si: -1.36922 -1.76560 -0.34533
H: 0.31967 1.02749 2.47405
H: 2.18600 2.11845 0.67381
H: 1.70974 0.37464 0.77036
H: 1.67180 0.96774 -1.54380
H: -0.25542 1.84725 -2.29705
H: 0.84900 -1.40580 0.04801
H: -0.62903 2.14685 -0.55857
H: -2.33766 -0.67684 -0.36213
H: -1.04396 -2.28919 -1.63653
H: -1.64309 -2.49481 0.83832

Values from the calculation:
LUMO (eV): -4.28
Total charge: +1
HOMO energy (eV): -14.9
Orbital gap (hartree): 0.3909

---

Stability check: which of them is most stable? entry 1.